1.
Entry from the OMol25 dataset: the molecule C10H15N5 at a distorted geometry (wB97M-V/def2-TZVPD).

- lowest unoccupied orbital energy (eV) = 0.956
- energy (Ha) = -663.60797
- SMILES = C1CCCc2c(nnn2[C@@H]2[C@H]3NN32)CC1
- energy above the lowest of the compared OMol25 structures with the same formula, charge and spin (kcal per mole) = 125.3
- orbital gap (eV) = 10.0678
- HOMO (eV) = -9.111
- maximum force (eV/Å) = 4.639

Element x y z (Å)
C (2.6468, -0.7820, -0.4349)
C (1.6650, -1.2454, -1.5788)
C (0.5825, -0.2258, -1.8215)
C (-0.6872, -0.3010, -0.9993)
C (-0.5533, 0.0763, 0.4615)
C (0.1442, -0.5918, 1.4749)
N (0.0136, 0.2107, 2.5877)
N (-0.6852, 1.2752, 2.2961)
N (-1.0425, 1.2187, 1.0703)
C (-1.7966, 2.1039, 0.3727)
C (-3.1996, 2.4682, 0.7896)
N (-3.6657, 2.8265, -0.6059)
N (-3.2848, 1.4424, -0.2547)
C (0.9858, -1.7857, 1.4338)
C (2.4494, -1.5991, 0.8811)
H (2.3182, 0.2295, -0.2534)
H (3.6006, -0.8563, -1.0409)
H (1.2822, -2.1685, -1.1997)
H (2.2672, -1.3379, -2.4772)
H (0.1163, -0.2642, -2.8964)
H (1.1276, 0.7876, -1.8795)
H (-0.9253, -1.3547, -1.0317)
H (-1.4678, 0.2258, -1.3541)
H (-1.1961, 2.5251, -0.4475)
H (-3.6050, 2.7286, 1.7258)
H (-4.6781, 2.8417, -0.5017)
H (1.0909, -2.2311, 2.4445)
H (0.4558, -2.3882, 0.7400)
H (3.0434, -1.1724, 1.6939)
H (2.9978, -2.6561, 0.8052)

---

2.
Entry from the OMol25 dataset: a cluster of 8 separate species, C20H48F12N4O16S4 in total at a distorted geometry (wB97M-V/def2-TZVPD).

- lowest unoccupied orbital energy (eV) = -1.947
- energy (Ha) = -5004.75373
- energy above the lowest of the compared OMol25 structures with the same formula, charge and spin (kcal per mole) = 0.0
- orbital gap (eV) = 5.6117
- HOMO (eV) = -7.559
- maximum force (eV/Å) = 3.164

Element x y z (Å)
C (3.7025, -1.1236, 3.1965)
C (3.1301, -2.5178, 3.1963)
C (4.0843, -3.4657, 3.9109)
O (3.5023, -4.7311, 3.9700)
C (4.3004, -5.8223, 4.3340)
N (1.8191, -2.5155, 3.9033)
H (1.4061, -3.4488, 3.9076)
H (1.9683, -2.1522, 4.8508)
H (1.1780, -1.8300, 3.4777)
H (3.1061, -0.2718, 2.8716)
H (4.6276, -1.1518, 2.6176)
H (4.0984, -0.7767, 4.1604)
H (2.9479, -2.8186, 2.1663)
H (4.2447, -3.0669, 4.9239)
H (5.0604, -3.5022, 3.4185)
H (4.4903, -5.8461, 5.4119)
H (5.2717, -5.7985, 3.8285)
H (3.8621, -6.7890, 4.0951)
C (2.2326, 0.0657, -3.4277)
C (1.2143, -1.0546, -3.4797)
C (1.1319, -1.6875, -4.8885)
O (0.5471, -2.9651, -4.9030)
C (-0.7887, -3.0844, -4.4594)
N (1.6911, -2.2109, -2.5965)
H (2.2068, -2.9599, -3.0656)
H (2.2756, -1.9121, -1.7942)
H (0.9455, -2.7252, -2.1233)
H (2.1303, 0.4514, -2.4144)
H (1.9900, 0.8896, -4.0979)
H (3.2650, -0.2348, -3.5973)
H (0.2281, -0.7383, -3.1542)
H (2.1422, -1.8191, -5.2745)
H (0.6035, -0.9888, -5.5436)
H (-1.3416, -2.1503, -4.3509)
H (-0.7787, -3.5440, -3.4553)
H (-1.2815, -3.8388, -5.0695)
C (-2.8624, -2.2679, -1.0837)
C (-3.0942, -1.8119, 0.3486)
C (-4.4137, -2.3166, 0.8676)
O (-4.3854, -3.6995, 1.1557)
C (-5.6267, -4.3134, 1.3939)
N (-1.9146, -2.2023, 1.1857)
H (-1.7933, -3.2155, 1.1259)
H (-1.0441, -1.6876, 0.9691)
H (-2.1079, -2.0117, 2.1736)
H (-3.6271, -1.9474, -1.7855)
H (-2.6623, -3.3401, -1.1766)
H (-1.9394, -1.8085, -1.4603)
H (-3.0425, -0.7239, 0.3376)
H (-5.2193, -2.1330, 0.1535)
H (-4.6977, -1.7712, 1.7772)
H (-5.5349, -5.3796, 1.1701)
H (-6.3607, -3.9632, 0.6618)
H (-5.9522, -4.2496, 2.4326)
C (-1.9893, 1.2825, -2.8495)
C (-2.7806, 2.5856, -2.7252)
C (-2.9460, 3.0079, -1.2620)
O (-2.9931, 4.3939, -1.0929)
C (-2.7806, 4.7891, 0.2446)
N (-2.0746, 3.7167, -3.4259)
H (-1.0803, 3.8157, -3.1264)
H (-2.0050, 3.5029, -4.4209)
H (-2.5544, 4.6079, -3.2936)
H (-0.9715, 1.3348, -2.4740)
H (-2.0022, 1.0669, -3.9239)
H (-2.5748, 0.5277, -2.3267)
H (-3.7002, 2.5383, -3.3084)
H (-2.1407, 2.5290, -0.6903)
H (-3.8263, 2.5006, -0.8538)
H (-2.7114, 5.8764, 0.2579)
H (-1.8092, 4.4206, 0.6023)
H (-3.5409, 4.4870, 0.9645)
C (5.7388, 2.3652, 2.4179)
F (6.9612, 1.8980, 2.7034)
F (5.7999, 3.3587, 1.5702)
F (5.1210, 1.3198, 1.8297)
S (4.8985, 2.8627, 4.0258)
O (5.4616, 4.1853, 4.3216)
O (3.4657, 2.8771, 3.7678)
O (5.2272, 1.8789, 5.0461)
C (1.3017, 1.5662, 0.3746)
F (1.6068, 1.9737, -0.8334)
F (2.2990, 1.6255, 1.2231)
F (0.2488, 2.2097, 0.8314)
S (0.9168, -0.2250, 0.2804)
O (-0.2586, -0.2895, -0.5728)
O (2.0536, -0.8874, -0.3365)
O (0.6058, -0.7149, 1.6359)
C (1.5388, 5.7175, -1.9534)
F (1.9403, 5.0506, -0.8866)
F (0.2922, 6.1513, -1.7446)
F (2.3000, 6.7750, -2.1450)
S (1.5450, 4.5853, -3.4503)
O (1.1476, 5.4234, -4.5792)
O (2.8784, 4.0483, -3.5879)
O (0.5965, 3.5456, -3.0384)
C (-3.4493, 1.5346, 2.4007)
F (-3.1444, 2.5918, 3.1243)
F (-2.5009, 1.2413, 1.4923)
F (-3.4769, 0.4883, 3.2499)
S (-5.1556, 1.6837, 1.5525)
O (-6.0755, 1.1288, 2.5265)
O (-5.4209, 3.0940, 1.3274)
O (-4.9175, 0.9319, 0.3383)

---

3.
Entry from the OMol25 dataset: a structure of composition C27H37BBr57Cl2 at a distorted geometry (wB97M-V/def2-TZVPD).

- lowest unoccupied orbital energy (eV) = 0.485
- energy (Ha) = -148714.85543
- net charge = -1
- orbital gap (eV) = 5.8971
- HOMO (eV) = -5.412
- maximum force (eV/Å) = 1.916

Element x y z (Å)
C (7.4847, 0.3896, 0.6548)
C (8.0593, 1.7755, 1.0271)
C (8.9517, 2.2224, -0.1908)
C (7.0045, 2.8548, 1.4065)
C (5.8468, 2.4021, 2.3667)
B (4.3616, 2.9491, 1.8585)
C (3.8706, 2.2869, 0.4385)
Cl (2.9241, 3.5251, -0.5537)
C (3.0931, 0.9418, 0.5415)
C (2.1128, 0.8513, 1.7308)
Cl (4.1454, -0.5371, 0.5885)
H (6.9162, -0.0996, 1.4565)
H (6.7865, 0.5204, -0.1908)
H (8.3034, -0.2943, 0.3676)
H (8.7527, 1.6761, 1.8835)
H (9.9504, 1.7649, -0.0661)
H (8.5432, 1.7813, -1.1218)
H (9.0187, 3.3171, -0.2796)
H (6.5353, 3.3360, 0.5252)
H (7.5663, 3.6479, 1.9404)
H (6.0087, 2.9245, 3.3325)
H (5.8507, 1.3189, 2.6069)
H (3.5487, 2.8907, 2.7446)
H (4.5381, 4.1334, 1.6424)
H (4.7850, 2.0882, -0.1576)
H (2.4875, 0.8519, -0.3750)
H (1.5282, 1.7641, 1.8924)
H (2.6794, 0.5667, 2.6348)
H (1.4524, -0.0104, 1.5279)
C (-1.6333, -2.0324, 2.9466)
Br (0.0715, -2.0767, 3.8562)
Br (-3.0885, -2.5455, 4.1180)
Br (-1.9545, -0.3226, 2.1104)
H (-1.5873, -2.7703, 2.1556)
C (5.1211, 5.1507, -3.2317)
Br (6.3076, 6.4073, -4.1082)
Br (6.0323, 4.1308, -1.8639)
Br (3.5471, 6.0308, -2.5353)
H (4.7891, 4.4488, -3.9856)
C (9.5846, 6.5458, -0.9167)
Br (8.1701, 7.7445, -1.4590)
Br (9.1515, 5.6682, 0.7491)
Br (10.0011, 5.2688, -2.3116)
H (10.4734, 7.1405, -0.7550)
C (6.8417, 2.7987, -6.7025)
Br (5.0001, 3.3966, -6.6990)
Br (7.8489, 3.6187, -8.1366)
Br (7.6896, 3.0596, -4.9864)
H (6.8274, 1.7338, -6.8939)
C (-6.4007, -1.7446, 1.7516)
Br (-7.4383, -0.2297, 2.3573)
Br (-7.5254, -3.2342, 1.2427)
Br (-5.1768, -1.2587, 0.3371)
H (-5.7997, -2.0755, 2.5895)
C (-1.4094, 1.7425, -1.6754)
Br (-1.4442, 2.4447, 0.1252)
Br (0.3819, 1.5210, -2.3696)
Br (-2.4367, 0.1037, -1.7517)
H (-1.8977, 2.4601, -2.3211)
C (-11.2870, 2.2589, 1.7432)
Br (-11.4704, 2.7692, 3.6002)
Br (-9.9139, 3.2863, 0.8505)
Br (-10.9967, 0.3573, 1.5467)
H (-12.2253, 2.4907, 1.2559)
C (-7.5832, -7.3846, -0.6032)
Br (-9.3398, -6.6268, -0.8881)
Br (-6.2963, -6.7197, -1.8835)
Br (-6.9805, -7.1211, 1.2157)
H (-7.6665, -8.4522, -0.7604)
C (-7.3124, -9.6871, 4.4746)
Br (-8.6684, -9.3536, 5.8122)
Br (-5.5682, -9.9411, 5.2769)
Br (-7.7990, -11.1625, 3.3215)
H (-7.2530, -8.8021, 3.8531)
C (3.1949, 10.2566, -1.2004)
Br (4.7986, 9.8468, -0.2013)
Br (1.8583, 8.8752, -0.9992)
Br (2.4934, 12.0042, -0.7515)
H (3.4699, 10.2832, -2.2466)
C (-2.9353, 1.9048, 4.3014)
Br (-1.2941, 2.8689, 3.9517)
Br (-2.7530, 0.4451, 5.5612)
Br (-4.3557, 3.1099, 4.8315)
H (-3.2362, 1.4615, 3.3602)
C (5.1304, 3.2495, -10.9301)
Br (3.2559, 3.2016, -11.4092)
Br (5.9054, 1.4777, -10.8905)
Br (6.1339, 4.4439, -12.0725)
H (5.1919, 3.6450, -9.9230)
C (3.3423, 0.0915, -13.6440)
Br (1.4682, 0.0380, -14.1199)
Br (4.1233, -1.6774, -13.5978)
Br (4.3387, 1.2838, -14.7937)
H (3.4048, 0.4939, -12.6403)
C (-13.6889, -5.8799, -1.2979)
Br (-13.8664, -5.3744, 0.5602)
Br (-12.3401, -4.8260, -2.1979)
Br (-13.3623, -7.7760, -1.4964)
H (-14.6342, -5.6667, -1.7788)
C (-4.3126, -10.1901, 0.3039)
Br (-4.5348, -9.6859, 2.1572)
Br (-2.9499, -9.1305, -0.5685)
Br (-3.9794, -12.0864, 0.1160)
H (-5.2487, -9.9808, -0.1987)
C (-0.4979, -3.3677, 7.1535)
Br (1.2561, -2.5639, 7.0674)
Br (-0.5441, -4.8020, 8.4527)
Br (-1.8856, -2.0638, 7.4969)
H (-0.7071, -3.8080, 6.1869)
C (0.4834, -6.5024, 3.2280)
Br (0.3783, -8.4147, 2.9552)
Br (-0.2282, -5.5274, 1.7159)
Br (-0.3533, -5.9697, 4.8886)
H (1.5326, -6.2483, 3.3042)
C (4.8899, -1.3080, 9.1032)
Br (5.6720, -2.7425, 10.1439)
Br (5.7889, 0.3754, 9.4187)
Br (4.8248, -1.7370, 7.2210)
H (3.8684, -1.1915, 9.4415)
C (-14.3770, 4.0811, -1.3645)
Br (-13.8246, 2.2612, -1.7171)
Br (-14.0341, 4.5799, 0.4720)
Br (-13.5743, 5.3279, -2.6054)
H (-15.4476, 4.1260, -1.5133)